(1)
Formula: C19H39HfN2O11
Source: the Open Molecules 2025 dataset
Level of theory: ωB97M-V/def2-TZVPD

XYZ file:
```
72
Properties=species:S:1:pos:R:3:forces:R:3:lowdin_charge:R:1
Hf -1.9108 0.3236 -2.5932 5.3 -1.6 3.4 2.306
N 0.6990 0.0335 -0.9993 -0.6 -3.1 1.9 -0.515
O 0.2219 -0.6652 -1.9183 -0.6 -3.8 -4.1 -0.104
O 1.5277 -0.3696 -0.2145 -0.4 1.5 -1.4 0.167
O -0.0791 0.9533 -0.8895 -2.0 6.2 2.0 -0.059
C 3.4612 -2.3742 -1.7763 -0.8 0.9 -0.2 0.014
N 4.8049 -3.0060 -1.8153 -0.2 -0.3 1.6 -0.447
O 5.5801 -2.5615 -2.6009 0.7 0.4 -1.2 0.110
O 5.0551 -3.8585 -0.9761 -0.6 0.2 -0.4 0.079
H 3.5394 -1.2933 -1.8932 0.7 0.0 0.4 0.084
H 2.9464 -2.5818 -0.8383 0.1 -0.4 -0.3 0.076
H 2.8903 -2.5905 -2.6794 0.1 -0.9 0.2 0.087
C -5.6196 0.2794 -2.0712 -0.6 0.1 -0.9 -0.005
O -4.2114 0.0647 -1.5698 -0.9 0.6 -0.4 -0.323
C -4.4260 -0.1814 -0.1158 1.6 -0.5 1.1 -0.122
C -3.1148 0.1255 0.5867 -1.1 1.0 -1.8 -0.128
O -2.1425 -0.6019 -0.2500 -0.8 1.1 0.2 -0.327
C -1.4852 -1.5162 0.6298 1.9 -1.0 -0.4 -0.037
H -6.2902 -0.5456 -1.8307 0.6 -0.3 0.6 0.117
H -5.7291 0.3124 -3.1552 1.0 0.2 -0.1 0.100
H -6.0513 1.1946 -1.6660 0.5 0.0 0.2 0.113
H -4.5989 -1.2450 0.0482 -0.4 0.0 -0.5 0.153
H -5.2287 0.3923 0.3475 -0.1 0.2 -0.7 0.156
H -3.1532 -0.1145 1.6493 0.4 -0.6 -0.2 0.158
H -2.9030 1.1943 0.5590 0.3 0.1 -0.2 0.125
H -2.1737 -2.2666 1.0185 -0.1 0.1 -0.1 0.128
H -0.9684 -0.9873 1.4306 -0.3 0.2 0.1 0.110
H -0.6951 -1.9853 0.0435 -0.2 -0.3 0.1 0.096
C 0.6130 2.9880 -3.1500 0.8 0.5 1.2 0.039
O -0.2645 1.8635 -3.5649 -0.4 1.2 3.3 -0.308
C -0.4254 1.8881 -4.9087 -1.2 -2.1 -3.6 -0.247
C -0.0979 0.4606 -5.3776 0.7 1.3 -0.3 -0.119
O -0.6014 -0.5775 -4.4478 -0.2 0.9 -0.7 -0.330
C 0.0421 -1.8732 -4.8801 -0.5 -1.0 0.4 0.022
H 1.4972 3.0251 -3.7863 -0.3 -0.4 -0.3 0.123
H 0.9950 2.8440 -2.1393 -0.4 -0.4 0.0 0.097
H 0.1415 3.9706 -3.1688 -0.6 -0.3 -0.3 0.122
H 0.1955 2.5742 -5.4849 0.4 0.0 0.4 0.162
H -1.4175 2.1526 -5.2746 -0.7 0.3 0.6 0.140
H 0.9920 0.4631 -5.3924 0.1 -0.8 0.2 0.148
H -0.4285 0.3769 -6.4129 -0.3 -0.7 0.1 0.157
H -0.0784 -2.6303 -4.1052 -0.4 0.4 0.2 0.102
H 1.1172 -1.8247 -5.0528 -0.1 1.0 0.2 0.113
H -0.4252 -2.2344 -5.7962 -0.2 0.4 0.1 0.115
C 3.9504 -0.2891 5.7277 -0.1 -0.4 0.4 -0.056
O 3.8731 -1.0736 4.5608 0.0 -0.3 -0.4 -0.112
C 2.6185 -1.0381 3.9367 0.3 0.0 -0.4 -0.196
C 2.6230 -1.9823 2.7430 0.8 -0.4 0.4 -0.205
O 2.9205 -3.2604 3.2222 0.2 -1.0 0.1 -0.118
C 2.9897 -4.3356 2.2812 -0.5 0.3 -0.2 -0.043
H 4.8996 -0.4911 6.2240 0.0 0.1 -0.3 0.110
H 3.1546 -0.5893 6.4094 -0.2 0.1 0.2 0.101
H 3.8343 0.7696 5.4960 0.1 0.2 0.0 0.103
H 2.4796 -0.0250 3.5591 -0.4 0.4 -0.1 0.130
H 1.8066 -1.2663 4.6272 0.0 -0.2 0.2 0.135
H 3.3763 -1.6563 2.0258 0.3 0.1 -0.2 0.133
H 1.6711 -1.9949 2.2122 -0.5 0.2 -0.1 0.108
H 3.2859 -5.2891 2.7183 0.3 0.5 0.6 0.106
H 3.6389 -4.1321 1.4296 0.2 0.3 0.0 0.080
H 1.9896 -4.5408 1.8992 -0.4 0.2 -0.2 0.088
C -1.4649 3.8558 1.8278 0.2 -0.6 -0.7 -0.091
C -0.9972 2.6309 2.3185 -0.3 0.4 0.4 -0.109
C -1.2283 2.3119 3.6455 0.6 -0.6 -1.2 -0.109
C -1.9521 3.1531 4.4414 -1.4 -0.2 -0.1 -0.044
C -2.5661 4.3244 3.9058 1.6 -0.6 0.3 -0.015
C -2.2646 4.6948 2.5875 -0.4 -0.2 1.1 -0.062
H -1.1571 4.0753 0.8162 -0.2 0.5 -0.2 0.092
H -0.4897 1.9120 1.6924 0.3 0.2 -0.2 0.077
H -0.8383 1.3605 3.9758 -0.1 0.0 0.5 0.103
H -2.1977 2.6742 5.3777 -0.1 0.9 0.6 0.117
H -3.0713 4.9842 4.5957 -0.4 0.0 -0.2 0.117
H -2.6845 5.6219 2.2262 0.2 0.0 -0.3 0.114
```
Positions in Å, forces in eV/Å.

Output
Energy relative to the best compared isomer or geometry (same formula, charge and spin) in kcal per mole: 0.0
Molar mass in Da: 650.0
Total charge: +3
Kohn-Sham gap in eV: 1.66
LUMO level in eV: -13.7
F_max in eV Å⁻¹: 6.81
E_tot in a.u.: -1730.9355

---

(2)
Formula: C42H41Cl2N4O4STeTi
Source: the Open Molecules 2025 dataset
Level of theory: ωB97M-V/def2-TZVPD

XYZ file:
```
96
Properties=species:S:1:pos:R:3:forces:R:3:lowdin_charge:R:1
Ti 0.8955 1.1255 0.6088 0.7 0.0 -0.3 1.110
C -1.7994 6.5006 -1.9945 0.0 0.0 0.0 -0.004
C -1.7339 5.1146 -1.4344 0.0 -0.1 0.0 -0.200
C -2.3664 4.7670 -0.2492 0.0 -0.1 -0.1 0.054
C -2.4083 3.4468 0.2068 0.0 0.0 0.1 -0.158
C -2.9988 3.1778 1.5108 0.0 0.1 0.0 0.055
N -2.8793 3.8765 2.5941 0.1 -0.1 0.0 0.145
C -2.0970 5.0984 2.9551 -0.2 0.0 -0.1 -0.086
C -0.5852 4.9008 3.1293 0.0 0.0 0.0 -0.115
C -0.0905 4.5960 4.5584 0.0 -0.1 0.1 -0.089
N 0.4231 3.2198 4.7651 0.0 0.0 0.0 0.109
C 1.2699 2.6212 3.9904 0.0 0.0 0.0 0.039
C 1.7410 1.2743 4.1328 0.0 0.0 0.0 -0.109
C 1.6275 0.4793 5.2875 0.0 -0.1 0.0 0.048
C 1.9112 -0.8741 5.2608 0.0 0.0 -0.1 -0.231
C 1.8596 -1.7208 6.4985 0.0 0.0 0.0 -0.020
C 2.2276 -1.4568 4.0206 0.0 0.0 0.0 0.062
C 2.3165 -0.7138 2.8540 0.0 0.0 0.1 -0.130
C 2.5466 -1.3092 1.5285 0.0 0.0 0.0 -0.022
N 2.0577 -0.7662 0.4843 0.0 0.2 0.0 -0.016
C 2.4671 -1.2262 -0.8446 -0.1 -0.1 0.1 -0.160
C 3.1067 -0.0568 -1.5978 0.1 0.0 0.0 -0.137
C 2.1318 0.7883 -2.3969 -0.1 0.0 0.0 -0.152
N 1.0732 1.4436 -1.5741 0.0 -0.1 0.0 0.006
C 0.1271 1.9925 -2.2267 -0.1 0.0 0.0 -0.059
C -0.9694 2.8020 -1.6072 0.0 0.1 0.0 -0.165
C -0.9876 4.1189 -2.0577 0.0 0.0 0.0 0.066
C -1.8119 2.4201 -0.5511 0.0 0.1 0.0 -0.267
O -0.6413 0.0575 -0.1264 0.1 0.0 0.4 -0.644
C 2.1709 0.6855 2.9274 0.0 -0.1 -0.2 -0.294
O 2.3146 1.4275 1.8376 -0.3 -0.1 0.0 -0.153
H -2.2567 7.1969 -1.2949 0.0 0.0 0.0 0.091
H -2.3965 6.5026 -2.9083 0.0 0.0 0.0 0.109
H -0.8057 6.8666 -2.2509 0.0 0.0 0.0 0.102
H -2.8995 5.5333 0.2968 0.0 0.0 0.0 0.131
H -3.6202 2.3016 1.6359 0.0 0.0 0.0 0.129
H -3.4262 3.5178 3.3685 0.0 0.0 0.0 0.176
H -2.5625 5.4368 3.8799 0.0 0.1 0.0 0.138
H -2.3007 5.8619 2.2130 0.1 0.0 0.0 0.115
H -0.1244 5.8363 2.8132 0.0 0.0 0.0 0.136
H -0.2314 4.1512 2.4288 0.0 0.0 0.0 0.073
H -0.8801 4.7270 5.2970 0.0 0.0 0.0 0.132
H 0.7076 5.2846 4.8346 0.0 0.0 0.0 0.141
H 0.1031 2.7364 5.5956 0.0 0.0 0.0 0.166
H 1.5947 3.1667 3.1102 0.0 0.0 0.0 0.155
H 1.3481 0.9301 6.2340 0.0 0.0 0.0 0.132
H 1.6695 -1.1177 7.3836 0.0 0.0 0.0 0.088
H 2.8044 -2.2442 6.6461 0.0 0.0 0.0 0.101
H 1.0764 -2.4763 6.4236 0.0 0.0 0.0 0.096
H 2.3930 -2.5283 3.9752 0.0 0.0 0.0 0.147
H 3.1590 -2.2082 1.4470 0.0 0.0 0.0 0.159
H 1.5795 -1.5831 -1.3682 0.0 0.0 0.0 0.080
H 3.1618 -2.0614 -0.7443 0.0 0.0 0.0 0.134
H 3.8295 -0.4529 -2.3130 0.0 0.0 0.0 0.136
H 3.6852 0.5627 -0.9050 0.0 0.0 0.0 0.127
H 1.6141 0.1640 -3.1308 0.1 0.0 0.0 0.107
H 2.6696 1.5795 -2.9214 0.0 0.0 0.0 0.142
H 0.1654 2.0028 -3.3177 0.0 0.0 0.0 0.165
H -0.3727 4.3791 -2.9126 0.0 0.0 0.0 0.151
Cl -1.0221 -0.5999 2.6690 -0.1 0.1 -0.1 0.855
C -2.6650 -0.3928 2.1276 0.0 -0.1 0.1 -0.570
C -3.6293 -0.8830 2.9981 0.0 0.0 -0.1 -0.076
C -4.9774 -0.8120 2.6790 0.0 0.0 0.0 -0.010
C -5.3911 -0.2427 1.4861 0.1 0.0 -0.1 -0.056
C -4.4308 0.2416 0.6154 -0.2 0.0 0.1 -0.658
Cl -4.9382 1.0040 -0.8486 0.0 0.0 0.0 0.810
C -3.0609 0.1836 0.9131 -0.1 0.1 0.0 -0.423
S -2.0213 0.6218 -0.4579 0.2 -0.1 -0.1 1.041
H -3.3098 -1.3419 3.9233 0.0 0.0 0.0 0.119
H -5.7109 -1.2131 3.3655 0.0 0.0 0.0 0.135
H -6.4367 -0.1812 1.2185 0.0 0.0 0.0 0.131
Te -1.1411 -2.0933 -2.8094 -0.1 0.2 0.0 1.387
C -0.5084 -3.0297 -4.5673 0.1 -0.1 -0.1 -0.578
C 0.7081 -2.6804 -5.1498 0.0 0.1 0.0 -0.161
C 1.1301 -3.3153 -6.3081 0.0 0.0 0.0 -0.069
C 0.3347 -4.2932 -6.8880 0.0 0.0 0.0 -0.054
C -0.8794 -4.6380 -6.3129 0.0 0.0 0.0 -0.058
C -1.3046 -4.0100 -5.1514 0.0 0.0 0.1 -0.134
C -0.2046 -3.3354 -1.3891 0.1 -0.1 0.0 -0.553
C 0.8169 -4.2148 -1.7314 0.0 0.0 0.0 -0.121
C 1.4396 -4.9690 -0.7456 0.0 0.0 0.0 -0.064
C 1.0586 -4.8409 0.5838 0.0 0.0 0.0 -0.081
C 0.0344 -3.9662 0.9243 0.0 0.0 0.0 -0.097
C -0.6016 -3.2215 -0.0601 0.0 0.0 0.0 -0.177
H 1.3279 -1.9122 -4.7012 0.0 0.0 0.0 0.077
H 2.0744 -3.0454 -6.7616 0.0 0.0 0.0 0.113
H 0.6608 -4.7869 -7.7935 0.0 0.0 0.0 0.117
H -1.4980 -5.3994 -6.7682 0.0 0.0 0.0 0.117
H -2.2510 -4.2861 -4.7055 0.0 0.0 0.0 0.098
H 1.1180 -4.3292 -2.7658 0.0 0.0 0.0 0.103
H 2.2159 -5.6713 -1.0212 0.0 0.0 0.0 0.117
H 1.5308 -5.4491 1.3442 0.0 0.0 0.0 0.110
H -0.2982 -3.8939 1.9531 0.0 0.0 0.0 0.100
H -1.4288 -2.5735 0.2121 0.0 0.0 0.0 0.072
O -0.2221 2.1298 1.6488 -0.1 0.1 0.0 -0.357
O 0.5147 2.9181 0.6882 -0.2 0.1 0.1 -0.252
```
Positions in Å, forces in eV/Å.

Output
Energy relative to the best compared isomer or geometry (same formula, charge and spin) in kcal per mole: 88.0
Molar mass in Da: 944.3
Total charge: +3
Kohn-Sham gap in eV: 4.84
LUMO level in eV: -9.0
F_max in eV Å⁻¹: 0.78
E_tot in a.u.: -4580.1923

---

(3)
Formula: C5H10O2
Source: the Open Molecules 2025 dataset
Level of theory: ωB97M-V/def2-TZVPD

XYZ file:
```
17
Properties=species:S:1:pos:R:3:forces:R:3:lowdin_charge:R:1
C 2.6002 -1.0427 -0.3143 0.1 0.0 -0.1 -0.090
C 1.3386 -1.4242 0.4432 0.1 -0.2 -0.2 -0.328
O 0.2321 -0.7028 0.0248 1.2 -0.3 1.7 -0.115
C -1.8054 0.5584 0.0487 -0.7 0.3 0.3 -0.070
C -2.0826 1.8486 0.7219 0.0 0.0 0.0 -0.082
C -1.2642 0.4508 -1.2212 0.7 -1.1 -0.7 -0.280
O -0.8507 -0.6870 -1.6090 -1.1 1.2 -0.8 0.004
H 2.7916 0.0275 -0.2011 0.0 -0.1 0.0 0.073
H 3.4710 -1.5963 0.0483 -0.1 0.0 0.0 0.070
H 2.4688 -1.2540 -1.3795 0.0 0.0 0.1 0.075
H 1.1454 -2.5093 0.3915 0.0 0.2 0.0 0.118
H 1.4505 -1.1893 1.5192 -0.1 0.0 -0.1 0.131
H -2.0534 -0.3697 0.5509 0.0 0.1 0.0 0.119
H -3.1380 1.8993 1.0073 0.0 0.1 0.0 0.084
H -1.5076 1.9325 1.6500 0.0 0.0 -0.1 0.087
H -1.8310 2.7006 0.0858 -0.1 -0.1 0.1 0.078
H -0.9654 1.3573 -1.7667 -0.2 -0.1 0.0 0.126
```
Positions in Å, forces in eV/Å.

Output
Energy relative to the best compared isomer or geometry (same formula, charge and spin) in kcal per mole: 132.4
Molar mass in Da: 102.1
Kohn-Sham gap (spin up / spin down) in eV: 8.50 / 8.40
LUMO level (spin up / spin down) in eV: -0.5 / -1.0
F_max in eV Å⁻¹: 2.13
E_tot in a.u.: -346.8144

---

(4)
Formula: CH2FOPS
Source: the Open Molecules 2025 dataset
Level of theory: ωB97M-V/def2-TZVPD

XYZ file:
```
7
Properties=species:S:1:pos:R:3:forces:R:3:lowdin_charge:R:1
C -0.6658 -0.4784 -1.1691 1.3 -1.0 0.6 -0.239
O 0.6152 -1.4451 0.9886 1.2 1.8 6.5 -0.510
F 0.8724 2.4627 1.4142 -0.7 -1.2 0.4 -0.597
P 0.3195 -1.6862 -0.3646 -2.3 -0.1 -7.1 0.724
S 0.0521 1.1728 2.0537 0.7 0.3 -0.9 0.687
H -0.8234 -0.4757 -2.2584 -0.1 -0.1 0.7 -0.006
H -0.3700 0.4500 -0.6645 -0.1 0.2 -0.2 -0.059
```
Positions in Å, forces in eV/Å.

Output
Energy relative to the best compared isomer or geometry (same formula, charge and spin) in kcal per mole: 135.7
Molar mass in Da: 112.1
Kohn-Sham gap (spin up / spin down) in eV: 4.60 / 4.62
LUMO level (spin up / spin down) in eV: -3.9 / -3.9
F_max in eV Å⁻¹: 7.46
E_tot in a.u.: -953.7413

---

(5)
Formula: C6H8S
Source: the Open Molecules 2025 dataset
Level of theory: ωB97M-V/def2-TZVPD

XYZ file:
```
15
Properties=species:S:1:pos:R:3:forces:R:3:lowdin_charge:R:1
C -1.7701 -0.3203 0.1375 -1.4 0.5 1.8 -0.419
C 0.6709 -1.0092 -0.3978 0.0 0.7 -2.6 -0.638
C 2.0515 -0.6229 0.0681 0.3 -1.6 1.2 -0.067
C 0.9159 0.2461 0.4095 -1.4 -1.2 1.8 -0.333
C 0.0873 1.3427 -0.0489 -1.7 0.5 -0.6 -0.084
C -1.2625 1.0761 -0.0651 4.0 0.0 -1.2 -0.137
H -2.0709 -0.2524 1.2222 -0.2 -0.7 -1.0 0.090
H -2.6480 -0.4275 -0.5006 -0.1 -0.3 0.3 0.065
H 0.4504 -0.7455 -1.4713 1.1 0.0 1.0 0.112
H 2.6077 -1.2560 0.8479 -1.0 1.4 -1.2 0.140
H 2.5852 -0.3060 -0.7771 1.2 0.1 -0.8 0.084
H 0.4816 0.0241 1.3860 0.8 -0.2 0.3 0.133
H 0.4992 2.2709 -0.3962 -0.1 0.5 0.1 0.096
H -1.8528 1.8870 -0.4305 -0.9 0.0 -0.1 0.090
S -0.7453 -1.9070 0.0162 -0.7 0.4 0.9 0.867
```
Positions in Å, forces in eV/Å.

Output
Energy relative to the best compared isomer or geometry (same formula, charge and spin) in kcal per mole: 68.1
Molar mass in Da: 112.2
Kohn-Sham gap in eV: 9.36
LUMO level in eV: 1.0
F_max in eV Å⁻¹: 4.23
E_tot in a.u.: -631.4826
SMILES: C1=C[C@@H]2C[C@H]2SC1

---

(6)
Formula: C4H12BrO3V
Source: the Open Molecules 2025 dataset
Level of theory: ωB97M-V/def2-TZVPD

XYZ file:
```
21
Properties=species:S:1:pos:R:3:forces:R:3:mulliken_spin:R:1
O -6.7236 -6.0938 16.1731 2.4 2.1 1.6 -0.424
V -5.8367 -5.0164 16.9060 -4.3 -0.9 -1.9 1.895
Br -7.9049 -3.2245 16.8860 1.7 -1.4 0.1 -0.455
C -11.6884 -6.8515 18.3626 0.5 0.1 -0.6 -0.001
C -10.1772 -7.1154 18.2566 -0.5 -0.1 1.1 -0.001
O -9.6454 -6.5634 17.0754 0.7 0.2 -0.4 -0.010
H -12.1346 -7.3740 19.1988 -0.1 0.0 0.2 0.000
H -12.1762 -7.1704 17.4377 0.1 -0.2 0.1 0.000
H -11.8942 -5.7785 18.4340 0.1 -0.1 0.2 0.000
H -9.9329 -8.1802 18.2514 -0.3 0.0 -0.2 0.000
H -9.6452 -6.7248 19.1484 -0.3 0.0 -0.3 0.001
H -9.5533 -5.6173 17.2070 -0.2 0.1 -0.1 0.001
C -6.2040 0.3888 19.7386 0.3 0.6 0.2 0.001
C -6.3204 -0.5942 18.6353 -0.6 -1.5 -0.4 -0.003
O -7.0325 0.0095 17.5569 0.4 0.2 0.5 -0.002
H -5.6060 1.2462 19.4169 -0.1 -0.1 0.0 -0.001
H -5.7104 -0.0587 20.5957 -0.1 0.0 0.2 0.000
H -7.1901 0.7598 19.9966 -0.1 0.0 0.2 0.000
H -6.8807 -1.5277 18.9685 0.5 1.0 -0.1 0.000
H -5.3274 -0.9471 18.2966 -0.1 0.2 0.0 0.000
H -7.3467 -0.6982 17.0060 -0.2 -0.2 -0.6 0.001
```
Positions in Å, forces in eV/Å.

Output
Molar mass in Da: 239.0
Total charge: +1
Expectation value of S²: 1.20
Kohn-Sham gap (spin up / spin down) in eV: 3.84 / 5.58
2S+1: 2
LUMO level (spin up / spin down) in eV: -9.3 / -7.5
F_max in eV Å⁻¹: 4.77
E_tot in a.u.: -3902.9226